Record 1
Density functional theory data (ωB97M-V/def2-TZVPD) for a 2-piece molecular cluster, C11H14O2 overall in a non-equilibrium geometry.

Output
HOMO-LUMO gap, eV: 6.7
HOMO level, eV: -8.43
E_LUMO, eV: -1.765

Positions of all 27 atoms, in Å:
C (3.109, 0.525, 2.636)
C (1.030, -0.162, 1.931)
C (-0.311, -0.603, 2.304)
C (-1.372, -0.563, 1.442)
C (-1.319, -0.064, 0.038)
C (-2.552, -0.419, -0.842)
C (-1.980, -0.431, -2.159)
C (-1.063, 0.764, -2.451)
C (0.421, 0.587, -1.902)
C (0.084, 0.240, -0.433)
C (1.180, 0.059, 0.607)
H (3.787, 0.647, 3.574)
H (2.957, 1.608, 2.212)
H (3.739, -0.196, 2.066)
H (-0.259, -0.755, 3.360)
H (-2.276, -1.131, 1.847)
H (-2.939, -1.395, -0.432)
H (-3.195, 0.442, -0.439)
H (-1.519, -1.369, -2.405)
H (-2.835, -0.316, -2.743)
H (-0.960, 0.711, -3.481)
H (-1.297, 1.732, -2.054)
H (0.821, 1.590, -2.121)
H (1.749, -1.246, -0.842)
H (2.057, 0.405, 0.174)
O (1.867, -0.206, 2.857)
O (1.075, -0.454, -2.744)



Record 2
Density functional theory data (ωB97M-V/def2-TZVPD) for C59H72HgN7O4P2S2 as an isolated structure.

Output
HOMO-LUMO gap (alpha / beta), eV: 4.2 / 6.1
HOMO level (alpha / beta), eV: -0.09 / -2.04
Multiplicity: 2
Net charge: -2
E_LUMO (alpha / beta), eV: 4.099 / 4.094

Positions of all 147 atoms, in Å:
Hg (0.861, 0.776, 0.563)
C (-0.185, -1.680, 6.099)
C (0.298, -0.491, 5.276)
C (1.809, -0.557, 5.073)
P (-0.555, -0.233, 3.628)
C (-2.336, -0.205, 4.176)
C (-2.544, 1.009, 5.085)
C (-3.243, -0.096, 2.949)
C (-0.404, -1.873, 2.821)
C (-1.358, -2.882, 2.976)
C (-1.295, -4.092, 2.302)
C (-2.371, -5.133, 2.469)
C (-0.231, -4.282, 1.425)
C (0.725, -3.307, 1.254)
C (0.682, -2.088, 1.949)
N (1.654, -1.107, 1.710)
C (2.961, -1.490, 1.727)
C (3.377, -2.654, 2.439)
C (4.665, -3.133, 2.410)
C (5.674, -2.489, 1.691)
C (7.073, -3.038, 1.597)
C (5.317, -1.300, 1.081)
C (4.027, -0.761, 1.102)
P (3.683, 0.918, 0.518)
C (4.774, 2.012, 1.565)
C (6.292, 1.921, 1.407)
C (4.391, 1.814, 3.030)
C (4.260, 1.116, -1.241)
C (4.282, 2.613, -1.564)
C (5.492, 0.394, -1.776)
H (0.395, -1.763, 7.025)
H (-0.054, -2.609, 5.537)
H (-1.238, -1.599, 6.375)
H (0.082, 0.434, 5.821)
H (2.101, -1.510, 4.634)
H (2.330, -0.454, 6.031)
H (2.157, 0.229, 4.400)
H (-2.596, -1.107, 4.738)
H (-2.145, 1.913, 4.615)
H (-2.051, 0.891, 6.051)
H (-3.612, 1.166, 5.269)
H (-2.981, 0.784, 2.360)
H (-3.140, -0.960, 2.291)
H (-4.292, -0.015, 3.253)
H (-2.190, -2.723, 3.653)
H (-3.242, -4.911, 1.845)
H (-2.715, -5.187, 3.505)
H (-2.007, -6.121, 2.181)
H (-0.164, -5.194, 0.843)
H (1.520, -3.464, 0.537)
H (2.638, -3.196, 3.014)
H (4.899, -4.037, 2.968)
H (7.173, -3.947, 2.194)
H (7.819, -2.323, 1.957)
H (7.341, -3.292, 0.568)
H (6.089, -0.748, 0.557)
H (4.455, 3.017, 1.264)
H (6.661, 0.947, 1.731)
H (6.769, 2.677, 2.042)
H (6.621, 2.095, 0.383)
H (4.586, 0.784, 3.342)
H (3.334, 2.033, 3.191)
H (4.983, 2.479, 3.667)
H (3.399, 0.699, -1.783)
H (5.160, 3.105, -1.135)
H (3.385, 3.110, -1.184)
H (4.309, 2.760, -2.648)
H (5.415, -0.684, -1.632)
H (6.422, 0.737, -1.317)
H (5.569, 0.577, -2.853)
N (0.709, 5.361, 1.644)
C (0.748, 4.068, 1.106)
S (0.686, 2.776, 2.275)
N (0.762, 4.014, -0.191)
N (0.831, 2.761, -0.720)
C (0.633, 2.587, -2.031)
C (0.276, 3.689, -2.943)
C (0.965, 4.905, -2.956)
C (0.588, 5.928, -3.812)
C (-0.488, 5.768, -4.678)
C (-1.187, 4.568, -4.672)
C (-0.814, 3.547, -3.811)
C (0.744, 1.245, -2.539)
C (0.842, 0.955, -3.924)
C (1.033, -0.330, -4.356)
C (1.122, -1.384, -3.427)
C (0.993, -1.058, -2.098)
N (0.818, 0.190, -1.655)
H (1.115, 5.411, 2.565)
H (1.053, 6.054, 0.994)
H (1.793, 5.040, -2.275)
H (1.140, 6.861, -3.802)
H (-0.780, 6.571, -5.346)
H (-2.036, 4.428, -5.332)
H (-1.382, 2.623, -3.782)
H (0.807, 1.766, -4.638)
H (1.119, -0.530, -5.419)
H (1.249, -2.415, -3.726)
H (1.010, -1.833, -1.339)
C (-0.814, -5.294, -4.873)
C (-1.999, -5.592, -3.961)
C (-2.542, -4.361, -3.234)
C (-3.741, -4.804, -2.356)
C (-4.447, -3.715, -1.553)
C (-3.067, -3.363, -4.254)
O (-3.659, -3.700, -5.272)
N (-2.876, -2.071, -3.918)
C (-2.221, -1.589, -2.732)
O (-2.325, -0.378, -2.557)
N (-1.561, -2.441, -1.954)
C (-1.471, -3.739, -2.306)
O (-0.618, -4.496, -1.847)
H (-0.515, -6.190, -5.422)
H (0.039, -4.950, -4.288)
H (-1.070, -4.527, -5.608)
H (-1.702, -6.315, -3.200)
H (-2.817, -6.018, -4.547)
H (-3.357, -5.568, -1.674)
H (-4.457, -5.289, -3.027)
H (-3.774, -3.250, -0.832)
H (-5.290, -4.147, -1.008)
H (-4.839, -2.927, -2.199)
H (-3.241, -1.354, -4.527)
O (-1.869, 1.058, 0.407)
S (-2.233, 1.870, -0.786)
C (-3.962, 1.453, -1.108)
C (-4.468, 0.334, -0.471)
C (-5.753, -0.096, -0.765)
C (-6.520, 0.584, -1.701)
C (-5.997, 1.698, -2.345)
C (-4.713, 2.133, -2.054)
C (-2.541, 3.521, -0.120)
C (-2.526, 3.684, 1.255)
C (-2.649, 4.958, 1.789)
C (-2.762, 6.059, 0.952)
C (-2.749, 5.889, -0.426)
C (-2.629, 4.618, -0.966)
H (-3.832, -0.201, 0.224)
H (-6.147, -0.978, -0.274)
H (-7.518, 0.237, -1.943)
H (-6.588, 2.228, -3.083)
H (-4.302, 2.989, -2.572)
H (-2.378, 2.816, 1.885)
H (-2.620, 5.090, 2.863)
H (-2.815, 7.056, 1.374)
H (-2.795, 6.747, -1.085)
H (-2.574, 4.494, -2.041)